DFT (ωB97M-V with the def2-TZVPD basis set) results for a 13-piece molecular cluster, C78H187N13O16 overall in a non-equilibrium geometry.

- M (g/mol) = 1563.43
- maximum force (hartree/bohr) = 0.0960
- orbital gap (spin up / spin down) (eV) = 6.8 / 2.9
- spin multiplicity = 2
- lowest unoccupied orbital energy (spin up / spin down) (eV) = -2.3775 / -6.3108
- net charge = +1
- <S²> = 0.754
- E_tot (Ha) = -4998.67215

The geometry in XYZ format:
```
294
C78H187N13O16, DFT ωB97M-V with the def2-TZVPD basis set
C -1.51541 -4.65669 3.47881
C -2.95058 -4.75843 3.74716
C -3.86763 -3.85316 2.85629
O -3.79309 -4.31967 1.53199
C -3.56254 -3.22273 0.53102
N -3.31732 -6.13919 3.59461
H -0.79263 -5.11610 4.15306
H -1.15205 -3.63775 3.61235
H -1.22351 -5.12478 2.53872
H -3.21687 -4.51745 4.77630
H -3.62686 -2.79791 2.98510
H -4.88070 -3.88289 3.25744
H -4.42940 -2.58824 0.71565
H -3.57474 -3.63808 -0.47666
H -2.59566 -2.77204 0.75493
H -3.66177 -6.11709 2.64542
H -4.08323 -6.40466 4.19711
C 0.29415 -3.98823 -6.75710
C 0.42691 -2.54457 -7.43518
C 0.11040 -1.28145 -6.48584
O 0.46345 -1.37025 -5.08319
C 1.81386 -0.94048 -4.71724
N 1.75668 -2.51333 -8.07794
H 1.18496 -4.45289 -6.33444
H -0.14603 -4.62636 -7.52334
H -0.38361 -3.87164 -5.91143
H -0.45754 -2.46172 -8.06682
H -0.96314 -1.09277 -6.48371
H 0.60521 -0.37895 -6.84467
H 1.81056 0.13744 -4.87909
H 2.43655 -1.45928 -5.44609
H 2.12882 -0.98814 -3.67483
H 1.92188 -1.58306 -8.43488
H 2.47636 -2.73139 -7.40370
C -4.94414 1.31935 1.58193
C -3.75294 0.85107 0.76580
C -2.94144 2.17788 0.47111
O -2.67027 2.77058 1.71558
C -2.12897 4.05522 1.50259
N -3.03185 -0.06073 1.62368
H -5.59265 0.44844 1.67714
H -5.38672 2.22233 1.16142
H -4.56330 1.64770 2.54901
H -4.02800 0.36532 -0.17040
H -3.60670 2.73050 -0.19232
H -1.95038 1.95749 0.07446
H -1.26211 4.00130 0.84400
H -1.86789 4.59211 2.41456
H -2.88085 4.69751 1.04405
H -3.08161 0.36355 2.53889
H -3.48014 -0.95952 1.73013
C 4.39342 -1.88474 6.54316
C 3.02006 -2.66830 6.72226
C 2.27218 -2.93402 5.39894
O 1.78385 -1.71210 4.90930
C 2.27217 -1.28838 3.66047
N 3.35655 -3.92078 7.33744
H 4.68058 -1.75706 7.58687
H 4.19568 -0.86225 6.22140
H 5.23242 -2.28375 5.97309
H 2.41421 -2.17854 7.48461
H 1.34282 -3.48009 5.56079
H 2.78611 -3.61995 4.72553
H 1.51285 -1.66902 2.97736
H 3.12062 -1.83857 3.25364
H 2.10677 -0.23700 3.42519
H 2.51968 -4.48398 7.38804
H 3.88702 -4.55250 6.75465
C -0.65798 3.97752 -3.27236
C 0.30144 2.90442 -3.84564
C 1.66203 2.92437 -3.18462
O 2.52433 2.03843 -3.74468
C 3.84735 2.45112 -3.68826
N -0.35783 1.59446 -3.59135
H -0.44329 4.20421 -2.22804
H -1.71924 3.73158 -3.30915
H -0.51138 4.84955 -3.90967
H 0.40601 3.07937 -4.91641
H 1.44658 2.85269 -2.11853
H 2.03073 3.94445 -3.29222
H 4.25031 3.19311 -4.37759
H 4.46644 1.60538 -3.98750
H 4.18647 2.63177 -2.66824
H 0.33387 0.87875 -3.76288
H -1.05256 1.39594 -4.29708
C -2.22314 -5.53359 -3.68338
C -0.89853 -4.89990 -3.11773
C -0.63242 -5.01937 -1.63616
O 0.63814 -4.56344 -1.13788
C 0.68146 -4.26411 0.26350
N 0.08042 -5.53675 -3.79628
H -3.15047 -5.35017 -3.14070
H -2.19690 -6.62281 -3.71516
H -2.19591 -5.17830 -4.71349
H -0.82153 -3.86422 -3.44871
H -0.70399 -6.07316 -1.36691
H -1.40204 -4.44921 -1.11588
H 0.14348 -5.12562 0.65910
H 0.12559 -3.35430 0.49012
H 1.69941 -4.31565 0.64977
H 0.04658 -6.52998 -3.61616
H 0.87961 -5.25596 -3.24625
C 4.16253 2.72954 0.53344
O 2.78029 2.63838 1.08368
C 2.28559 1.31058 0.99627
C 0.72677 1.42856 0.97080
N 0.02701 0.21926 0.49739
C 0.00253 0.16765 -0.92648
C -0.81957 -0.93050 -1.40892
O -2.20712 -0.58967 -1.51196
C -2.81711 -0.90351 -2.70953
H 4.32435 3.77534 0.27227
H 4.25849 2.00580 -0.27594
H 4.81101 2.36338 1.32937
H 2.65018 0.60305 1.74096
H 2.58469 0.80745 0.07676
H 0.26581 2.22118 0.38142
H 0.29256 1.63243 1.94958
H -0.89293 0.20648 0.91408
H 0.94205 0.02463 -1.46029
H -0.59159 1.03022 -1.22831
H -0.59044 -1.75752 -0.73689
H -0.40858 -1.17357 -2.38877
H -2.16170 -0.93509 -3.57989
H -3.60603 -0.26038 -3.09954
H -3.17188 -1.93098 -2.62876
C -4.42813 0.36389 -6.28850
O -5.10711 -0.28777 -7.34764
C -6.28880 -1.04598 -7.01173
C -7.00538 -1.42040 -8.30941
N -8.40348 -1.84473 -8.08119
C -9.01865 -2.26571 -9.32694
C -8.93611 -3.75435 -9.63100
O -8.91030 -4.59574 -8.50499
C -8.76868 -5.95854 -8.77256
H -4.13628 -0.48426 -5.66917
H -5.12419 0.93393 -5.67314
H -3.59358 0.89055 -6.75138
H -6.95191 -0.38001 -6.45957
H -6.01278 -1.86058 -6.34214
H -6.37827 -2.13732 -8.83936
H -7.09063 -0.49917 -8.88574
H -8.30873 -2.69713 -7.54777
H -8.67847 -1.76459 -10.23317
H -10.07163 -1.98406 -9.32605
H -8.02190 -3.78607 -10.22370
H -9.87427 -3.97671 -10.13943
H -8.45239 -6.27740 -7.77939
H -7.79769 -6.19467 -9.20789
H -9.63852 -6.47149 -9.18289
C 6.10034 7.12522 -7.64379
O 6.04700 7.15255 -6.18749
C 6.25858 8.41999 -5.46199
C 5.94188 8.31530 -3.93004
N 6.65914 7.13496 -3.31536
C 6.31735 6.93907 -1.93146
C 7.09378 5.72894 -1.43049
O 6.56655 4.51567 -1.84864
C 7.01245 3.38470 -1.16828
H 5.57097 7.97510 -8.07456
H 5.46457 6.35008 -8.07162
H 7.12024 7.14611 -8.02780
H 5.57445 9.13211 -5.92347
H 7.24099 8.84816 -5.66109
H 4.86442 8.25477 -3.77673
H 6.24662 9.22620 -3.41479
H 6.68452 6.23418 -3.77150
H 5.23289 6.87053 -1.84573
H 6.68615 7.76451 -1.32258
H 7.00745 5.70595 -0.34416
H 8.12426 5.81705 -1.77465
H 6.59471 2.46568 -1.57940
H 7.02126 3.46242 -0.08109
H 8.04598 3.37196 -1.51433
C -8.56837 -2.51573 -4.53484
C -8.61435 -3.28124 -3.19465
C -7.34103 -4.14093 -2.93065
C -6.12485 -3.36118 -2.46820
C -6.46226 -2.50849 -1.23262
C -7.73275 -1.63698 -1.40506
N -8.81164 -2.44212 -1.96459
O -10.07663 -1.82547 -1.77721
C -8.04845 -1.14649 0.04488
C -7.28621 -0.46528 -2.25682
C -9.76460 -4.29113 -3.36235
H -9.20624 -1.63742 -4.43583
H -9.08905 -3.10279 -5.29137
H -7.61887 -2.22263 -4.98279
H -7.55716 -5.00743 -2.30572
H -7.10662 -4.67594 -3.85093
H -5.77725 -2.67448 -3.24003
H -5.23112 -3.93281 -2.21803
H -5.59177 -1.88830 -1.01881
H -6.53548 -3.23555 -0.42382
H -7.26956 -0.72074 0.67746
H -8.95086 -0.53907 0.11413
H -8.46346 -2.03166 0.52689
H -8.09921 0.21460 -2.51158
H -6.47589 0.12388 -1.82746
H -6.90188 -0.71636 -3.24543
H -9.98664 -4.77557 -2.41150
H -9.49022 -5.02552 -4.11964
H -10.68455 -3.80927 -3.69342
H -10.46598 -2.23870 -1.00310
C -1.70295 -1.57740 5.23115
C -2.10677 -0.61974 6.35841
C -1.01086 -0.56624 7.38719
C 0.15372 0.24392 7.03275
C -0.26173 1.66307 6.65126
C -1.47324 1.70479 5.66898
N -2.53306 0.78825 6.02673
O -3.64344 0.77437 5.21267
C -2.03441 3.05002 5.97057
C -0.95825 1.57446 4.20487
C -3.29998 -1.44097 7.03896
H -0.97483 -1.21860 4.50368
H -2.57734 -1.82649 4.62991
H -1.34266 -2.46376 5.75331
H -1.36014 -0.13547 8.32556
H -0.66846 -1.58757 7.55372
H 0.79377 -0.23395 6.29108
H 0.82664 0.31305 7.88745
H 0.54990 2.16305 6.12270
H -0.40930 2.19486 7.59122
H -2.37024 3.26693 6.98461
H -1.41942 3.79113 5.46002
H -2.97124 3.02754 5.41386
H 0.01275 1.10359 4.05145
H -1.58200 0.93994 3.57525
H -0.89347 2.56110 3.74615
H -3.02354 -2.36308 7.55023
H -4.03242 -1.64049 6.25677
H -3.83672 -0.70151 7.63328
H -4.38234 1.13950 5.70492
C 8.30148 -3.03376 3.58057
C 7.39013 -2.05185 2.76291
C 6.99828 -0.79615 3.69857
C 6.53938 0.39062 2.88230
C 7.42437 0.73489 1.67701
C 7.83400 -0.41937 0.70866
N 8.16367 -1.58693 1.55168
O 8.76196 -2.58077 0.74338
C 6.65645 -0.63701 -0.24835
C 9.01695 -0.02919 -0.22889
C 6.00635 -2.68609 2.48159
H 8.06926 -3.23137 4.62706
H 8.48628 -3.94276 3.00814
H 9.25649 -2.50875 3.60090
H 6.22159 -1.14515 4.37904
H 7.95167 -0.53968 4.16048
H 5.53983 0.20658 2.48843
H 6.39431 1.23837 3.55191
H 8.25611 1.31712 2.07364
H 6.93560 1.59883 1.22667
H 6.44485 0.10289 -1.02029
H 5.75959 -0.91396 0.30577
H 6.77656 -1.57592 -0.78886
H 8.73941 0.91509 -0.69730
H 9.40090 -0.84026 -0.84764
H 9.90510 0.17529 0.36899
H 5.58963 -3.29635 3.28285
H 5.14836 -2.07280 2.20620
H 6.28712 -3.26819 1.60386
H 9.69861 -2.37079 0.75736
C 1.61864 5.92111 4.35259
C 2.68053 4.91838 4.82097
C 4.03911 5.66514 4.42593
C 5.38838 5.13140 5.02341
C 5.15053 4.92035 6.53957
C 3.89476 4.01284 7.02197
N 2.73431 4.68712 6.34268
O 1.49390 4.44727 6.92216
C 4.08317 2.56895 6.55297
C 3.71480 4.08303 8.51563
C 2.43121 3.61315 3.98492
H 0.66017 5.50015 4.65630
H 1.54607 5.97194 3.26620
H 1.79766 6.95343 4.65318
H 4.10786 5.44980 3.35963
H 4.16652 6.73647 4.58119
H 6.17830 5.86313 4.85399
H 5.73361 4.25251 4.47892
H 5.16544 5.89982 7.01760
H 6.09132 4.54322 6.94055
H 3.21268 1.92848 6.69482
H 4.57011 2.47359 5.58246
H 4.86059 2.11539 7.16779
H 2.96667 3.34058 8.79338
H 4.63409 4.04087 9.09976
H 3.51830 5.13807 8.70636
H 1.77416 3.84644 3.14709
H 2.06288 2.84882 4.66921
H 3.34558 3.24367 3.52069
H 1.21818 5.35745 7.05314
```

Here are the Mulliken charges for atoms 1 to 6, given in e:
1. C -1.40
2. C 0.67
3. C 0.08
4. O -0.50
5. C -0.17
6. N -0.79

---

DFT (ωB97M-V with the def2-TZVPD basis set) results for C5H12InO5 as an isolated structure in a non-equilibrium geometry.

- M (g/mol) = 266.96
- maximum force (hartree/bohr) = 0.0676
- orbital gap (spin up / spin down) (eV) = 4.1 / 8.1
- spin multiplicity = 2
- lowest unoccupied orbital energy (spin up / spin down) (eV) = -13.5079 / -8.9673
- net charge = +2
- <S²> = 1.759
- E_tot (Ha) = -763.12229

The geometry in XYZ format:
```
23
C5H12InO5, DFT ωB97M-V with the def2-TZVPD basis set
In 1.27180 -0.89551 2.53002
C 4.22032 0.16970 -0.50102
O 3.28549 0.01302 0.52988
H 4.58982 1.18760 -0.62536
H 5.09801 -0.43650 -0.27679
H 3.87813 -0.13041 -1.49145
C -2.98420 -0.62807 2.79261
O -1.66032 -0.44448 2.93825
H -3.49175 -0.43978 3.73867
H -3.39968 0.21544 2.24127
H -3.26315 -1.58369 2.34867
C 0.60104 -1.62642 -2.05371
O -0.29392 -0.51849 -2.03982
C -0.45681 0.30426 -1.06543
O 0.13588 0.28071 0.07582
O -1.49553 1.07884 -1.40764
C -2.04570 2.09627 -0.55927
H 1.31979 -1.38805 -2.83773
H 0.18145 -2.58086 -2.37162
H 1.10940 -1.72767 -1.09484
H -1.32194 2.81068 -0.16699
H -2.41671 1.61598 0.34615
H -2.86145 2.62745 -1.04968
```

Here are the Mulliken charges for atoms 1 to 6, given in e:
1. In 1.01
2. C -0.53
3. O -0.23
4. H 0.32
5. H 0.31
6. H 0.22

---

DFT (ωB97M-V with the def2-TZVPD basis set) results for an isolated ion of composition C4H6NO and charge +1 in a non-equilibrium geometry.

- M (g/mol) = 84.10
- maximum force (hartree/bohr) = 0.0560
- orbital gap (eV) = 8.9
- energy relative to the best compared isomer or geometry (same formula, charge and spin) (eV) = 4.035
- lowest unoccupied orbital energy (eV) = -6.0294
- net charge = +1
- E_tot (Ha) = -285.57394

The geometry in XYZ format:
```
12
C4H6NO, DFT ωB97M-V with the def2-TZVPD basis set
C -0.55427 0.66660 -1.60409
C 0.20138 -0.36549 -1.85842
C -0.59953 0.82295 1.68225
C 0.67601 -0.75969 0.46903
N -0.23122 0.31875 0.59258
O 0.84005 -1.12256 -0.97823
H -1.11791 1.61996 -1.72691
H 0.46725 -0.97216 -2.83670
H -0.53688 0.39611 2.68670
H -1.33168 1.66087 1.71776
H 1.68787 -0.53613 0.87939
H 0.49894 -1.72921 0.97665
```

Here are the Mulliken charges for atoms 1 to 6, given in e:
1. C 0.06
2. C -0.10
3. C -0.15
4. C -0.27
5. N -0.27
6. O -0.28